No. 1
{
  "formula": "C37H40IrN6S",
  "method": "the ωB97M-V functional and the def2-TZVPD basis",
  "species": ["Ir", "C", "C", "C", "C", "C", "C", "C", "C", "N", "C", "C", "C", "C", "N", "C", "C", "C", "C", "C", "C", "C", "C", "H", "H", "H", "H", "H", "H", "H", "H", "H", "H", "H", "H", "H", "H", "H", "H", "H", "H", "H", "H", "H", "H", "H", "H", "S", "N", "C", "C", "C", "C", "C", "N", "C", "C", "N", "C", "C", "C", "C", "C", "N", "H", "H", "H", "H", "H", "H", "C", "C", "C", "C", "C", "H", "H", "H", "H", "H", "H", "H", "H", "H", "H"],
  "xyz": [[10.6333, 11.7102, 9.3632], [14.6923, 11.0451, 9.4680], [14.0131, 10.1943, 8.3685], [14.5803, 8.9509, 8.2403], [14.0362, 8.1377, 7.1994], [12.9894, 8.6583, 6.3573], [12.3817, 9.9254, 6.5671], [11.2524, 10.3281, 5.6811], [12.8857, 10.6612, 7.5971], [12.2252, 11.8437, 7.9806], [12.6905, 13.0580, 7.8377], [13.9159, 13.3698, 7.1249], [11.6915, 14.0886, 8.3385], [11.9076, 15.5605, 8.1961], [10.5620, 13.6033, 8.7004], [9.3285, 14.4990, 8.5284], [8.8269, 14.5062, 7.1963], [9.5320, 13.7492, 6.0362], [7.7457, 15.4151, 7.0144], [7.0635, 16.0060, 8.0925], [7.4984, 15.7479, 9.3126], [8.8233, 15.1688, 9.5940], [9.3911, 15.1422, 10.9426], [13.9964, 11.8214, 9.8383], [15.6724, 11.5843, 9.2524], [14.6829, 10.4153, 10.3562], [15.3357, 8.5519, 8.9181], [14.4319, 7.1474, 7.0051], [12.6144, 8.1395, 5.4128], [10.3318, 9.7655, 5.8251], [11.5810, 10.3174, 4.6226], [10.7990, 11.2638, 6.0068], [13.7433, 12.8081, 6.1224], [14.7502, 12.7549, 7.4437], [14.2161, 14.3306, 6.9126], [12.9420, 15.8705, 7.6364], [11.7469, 15.6752, 9.2631], [11.0458, 16.1609, 7.8113], [8.8718, 13.1818, 5.4106], [10.3229, 13.0994, 6.2315], [9.8957, 14.4355, 5.2801], [7.4732, 15.7676, 5.9750], [6.3293, 16.7149, 7.8354], [6.8367, 16.3211, 10.0481], [10.3594, 15.8284, 11.0075], [9.7326, 14.1465, 11.3132], [8.6715, 15.6430, 11.6009], [7.9286, 5.0816, 6.9676], [7.1385, 6.5116, 6.9228], [7.9096, 7.3675, 7.5175], [7.7602, 8.8409, 7.8676], [6.5780, 9.5413, 7.4028], [6.5997, 10.9296, 7.7569], [7.6048, 11.4707, 8.4536], [8.7158, 10.8749, 8.7567], [8.8137, 9.5195, 8.5676], [9.9265, 8.8907, 9.0536], [10.9188, 9.6286, 9.7083], [11.9110, 8.9187, 10.2169], [12.0301, 7.5309, 10.2557], [11.1233, 6.7841, 9.4795], [10.0133, 7.4697, 8.8524], [9.0920, 6.7200, 8.0506], [9.2552, 5.4963, 7.8500], [5.8593, 8.9200, 6.9866], [5.6697, 11.5125, 7.5812], [7.7379, 12.5415, 8.6364], [12.6622, 9.6678, 10.5035], [12.9229, 7.0550, 10.6956], [11.1719, 5.6999, 9.4298], [10.8024, 13.1213, 13.5088], [11.6584, 12.4720, 12.3347], [12.3282, 11.1957, 12.8166], [12.6039, 13.4609, 11.6774], [10.6238, 12.0130, 11.3705], [11.1838, 14.0873, 13.9309], [10.6431, 12.4082, 14.2936], [9.7972, 13.3332, 13.2038], [12.8051, 11.3602, 13.7925], [13.0910, 10.7993, 12.1146], [11.6291, 10.3212, 12.9511], [13.5739, 13.5581, 12.1444], [12.1013, 14.4405, 11.4383], [12.9248, 12.9225, 10.8001], [9.8133, 11.3976, 11.8229]],
  "mulliken_charge": [2.5465, -1.8922, 1.4783, -0.4402, -1.0204, -0.6313, 1.4988, -1.3157, -1.5867, 0.4848, 1.1338, -2.0438, 0.6343, -1.2056, 0.7927, -1.4885, 1.7682, -0.9800, -1.0467, -0.7905, -1.3475, 1.2554, -0.4969, 0.2346, 0.3639, 0.6064, 0.5544, 0.4767, 0.4077, 0.3222, 0.5338, -0.2981, 0.3120, 0.1952, 0.6489, 0.4113, 0.2614, 0.2045, 0.4938, -0.4367, 0.4781, 0.3981, 0.5037, 0.2844, 0.2456, -0.3529, 0.5709, 0.1701, -0.6325, 0.5971, 0.1759, -0.8295, -1.3661, 0.1164, -0.5197, 0.0823, 0.3765, 0.2476, 0.3399, -1.9231, -0.8599, 0.0522, 1.1008, -0.5604, 0.6659, 0.4504, 0.6018, 0.4297, 0.4406, 0.5686, -1.6847, 3.3179, -1.4927, -0.6789, -2.3564, 0.3179, 0.4854, 0.4056, 0.5443, 0.1173, 0.3167, 0.4428, 0.1657, -0.5613, 0.2093],
  "homo_ev": [-11.534, -13.921],
  "orbital_gap_ha": [0.182, 0.165],
  "e_above_lowest_ev": 2.458,
  "spin_multiplicity": 6,
  "total_charge": 2,
  "e_tot_ha": -2264.12678
}


No. 2
{
  "formula": "C37H41AsN3O2PReSeSi",
  "method": "the ωB97M-V functional and the def2-TZVPD basis",
  "species": ["Re", "N", "C", "C", "O", "O", "H", "H", "H", "H", "C", "Si", "C", "C", "Se", "H", "H", "H", "H", "H", "H", "H", "H", "H", "N", "C", "C", "C", "C", "N", "C", "C", "H", "H", "H", "H", "C", "C", "As", "C", "C", "C", "C", "C", "C", "C", "C", "C", "C", "C", "C", "P", "C", "C", "C", "C", "C", "C", "C", "C", "C", "C", "C", "C", "H", "H", "H", "H", "H", "H", "H", "H", "H", "H", "H", "H", "H", "H", "H", "H", "H", "H", "H", "H", "H", "H", "H", "H"],
  "xyz": [[1.5882, -1.9607, -0.4623], [1.7859, -2.7088, 1.6777], [0.6336, -3.5390, 2.0779], [-0.3059, -3.8049, 0.8604], [-1.3713, -4.3443, 1.0383], [0.1342, -3.3811, -0.2647], [2.6419, -3.2726, 1.6833], [1.9306, -1.9638, 2.3613], [0.0332, -3.0280, 2.8342], [0.9398, -4.5083, 2.4775], [6.9737, -0.4356, -1.8888], [6.4658, -1.6296, -0.5066], [6.3141, -3.4674, -0.9665], [6.8192, -1.1940, 1.3066], [3.6975, -1.0087, -0.4190], [8.0581, -0.3574, -1.9530], [6.5784, 0.5639, -1.7165], [6.6123, -0.7712, -2.8603], [7.2968, -3.9168, -1.0907], [5.7780, -3.5997, -1.9038], [5.7935, -4.0394, -0.2024], [7.8860, -1.0770, 1.4837], [6.4613, -1.9666, 1.9848], [6.3339, -0.2598, 1.5815], [0.8775, -1.8209, -7.8668], [0.9736, -1.8399, -6.7270], [1.1042, -1.8400, -5.3154], [1.5789, -0.7035, -4.6543], [1.7123, -0.7383, -3.2854], [1.4033, -1.8153, -2.5431], [0.9497, -2.9051, -3.1794], [0.7875, -2.9632, -4.5483], [1.8466, 0.1799, -5.2113], [2.1088, 0.1144, -2.7476], [0.7020, -3.7662, -2.5695], [0.4324, -3.8678, -5.0162], [-0.3315, 1.1888, -0.4356], [-1.6901, 1.8767, -0.2770], [-2.3019, 2.0453, 1.6096], [-1.0797, 3.4243, 2.2848], [-0.6052, 3.3173, 3.5861], [0.2034, 4.3062, 4.1210], [0.5396, 5.4091, 3.3530], [0.0620, 5.5224, 2.0582], [-0.7382, 4.5310, 1.5189], [-3.9784, 3.0483, 1.4301], [-4.1495, 4.0750, 0.5115], [-5.3089, 4.8309, 0.5419], [-6.3108, 4.5446, 1.4546], [-6.1537, 3.5052, 2.3570], [-4.9887, 2.7577, 2.3404], [-0.4496, -0.6483, -0.3042], [-1.1103, -0.8017, 1.3838], [-2.3806, -1.2619, 1.7131], [-2.7836, -1.2609, 3.0416], [-1.9281, -0.8237, 4.0402], [-0.6544, -0.3740, 3.7160], [-0.2476, -0.3559, 2.3931], [-1.6138, -1.1651, -1.5991], [-1.6554, -0.4262, -2.7861], [-2.4250, -0.8545, -3.8503], [-3.1410, -2.0371, -3.7573], [-3.0984, -2.7790, -2.5896], [-2.3406, -2.3539, -1.5121], [0.3705, 1.5306, 0.3342], [0.1196, 1.4254, -1.4041], [-2.4689, 1.3412, -0.8302], [-1.6232, 2.8786, -0.7098], [-0.8838, 2.4571, 4.1843], [0.5695, 4.2198, 5.1329], [1.1694, 6.1835, 3.7627], [0.3087, 6.3867, 1.4591], [-1.1118, 4.6452, 0.5103], [-3.3818, 4.3097, -0.2134], [-5.4240, 5.6491, -0.1541], [-7.2174, 5.1297, 1.4565], [-6.9353, 3.2761, 3.0658], [-4.8566, 1.9377, 3.0390], [-3.0471, -1.6221, 0.9453], [-3.7693, -1.6179, 3.2931], [-2.2384, -0.8500, 5.0746], [0.0143, -0.0430, 4.4970], [0.7510, -0.0189, 2.1252], [-1.0900, 0.4882, -2.8902], [-2.4640, -0.2657, -4.7541], [-3.7231, -2.3798, -4.5964], [-3.6529, -3.7002, -2.5123], [-2.3093, -2.9671, -0.6255]],
  "mulliken_charge": [0.3933, -0.5232, -0.2938, 0.7000, -0.5861, -0.4226, 0.3902, 0.2841, 0.0236, 0.5235, -0.9899, 0.3840, -0.9567, -0.9989, -0.1984, 0.3853, 0.3655, 0.3466, 0.3981, 0.3192, 0.3169, 0.3895, 0.3396, 0.3656, -0.3606, -0.2924, 0.6776, -0.8382, -0.1959, 0.2273, -0.4633, -0.6265, 0.5703, 0.5975, 0.5488, 0.5649, -1.4001, -1.4457, 0.3563, 0.5129, -0.3461, -0.6751, -0.5461, -0.6738, -0.0557, 0.4538, -0.1858, -0.7104, -0.5085, -0.6201, -0.3646, 0.8416, 1.1927, -0.3044, -1.0602, -0.7522, -1.0282, -0.9004, 1.2609, -0.4716, -0.9003, -0.7041, -1.1149, -0.2103, 0.7926, 0.7824, 0.6393, 0.6119, 0.4302, 0.4281, 0.4053, 0.4252, 0.1094, 0.1622, 0.3993, 0.3942, 0.4041, 0.3611, 0.5126, 0.5210, 0.4875, 0.4827, 0.5068, 0.4018, 0.5197, 0.4616, 0.5319, 0.2247],
  "homo_ev": [-12.263, -12.262],
  "orbital_gap_ha": [0.160, 0.189],
  "e_above_lowest_ev": 1.443,
  "spin_multiplicity": 2,
  "total_charge": 2,
  "e_tot_ha": -7095.11159
}